Record 1
{"formula": "C25H41BeBrN2P2", "method": "ωB97M-V/def2-TZVPD", "homo_ev": [-13.55, -13.55], "homo_lumo_gap_ev": [4.645, 4.646], "e_above_lowest_ev": 0.000, "charge": 2, "mol_weight_g_mol": 520.48, "lumo_energy_ev": [-8.9, -8.9], "species": ["C", "C", "C", "C", "N", "C", "C", "C", "C", "C", "C", "C", "C", "C", "Be", "P", "H", "H", "H", "H", "H", "H", "H", "H", "C", "C", "H", "H", "H", "H", "H", "C", "C", "H", "H", "H", "H", "H", "C", "C", "H", "H", "H", "H", "H", "Br", "P", "C", "C", "H", "H", "H", "H", "H", "C", "C", "H", "H", "H", "H", "H", "C", "C", "H", "H", "H", "H", "H", "N", "H", "H", "H"], "xyz": [[1.293927, -4.187023, -2.050926], [1.691448, -3.014815, -1.360205], [2.900017, -2.395105, -1.760051], [3.696075, -3.025944, -2.727992], [3.299030, -4.134588, -3.332206], [2.148373, -4.721262, -3.034508], [0.838091, -2.480187, -0.310450], [0.120063, -2.708346, 0.753871], [-0.327714, -3.364431, 1.936017], [-1.714498, -3.523648, 2.162056], [-2.205530, -3.971651, 3.384895], [-1.323277, -4.315165, 4.436927], [0.067136, -4.259117, 4.185756], [0.551517, -3.800131, 2.960446], [0.083791, -1.117621, 0.261267], [-1.760036, 2.073992, -2.083057], [3.181675, -1.427954, -1.358859], [0.311539, -4.619346, -1.846792], [4.651656, -2.587066, -3.010044], [1.836069, -5.630027, -3.562776], [1.624845, -3.796853, 2.761490], [-2.394320, -3.304363, 1.335335], [0.758571, -4.587860, 4.954303], [-3.275641, -4.069378, 3.537127], [-2.784811, 3.261845, -1.117119], [-2.648366, 4.735669, -1.476417], [-2.506717, 3.102769, -0.063049], [-3.829749, 2.934363, -1.224355], [-3.299046, 5.326792, -0.821334], [-1.625409, 5.104683, -1.337206], [-2.953038, 4.946491, -2.509112], [-0.418444, 3.044203, -2.873406], [0.437798, 2.230593, -3.842363], [0.203943, 3.415595, -2.044547], [-0.854922, 3.923800, -3.367485], [1.228976, 2.872390, -4.247239], [0.924123, 1.388148, -3.335434], [-0.142897, 1.835332, -4.685589], [-2.855876, 1.635408, -3.490324], [-3.379002, 2.807863, -4.312723], [-3.697424, 1.077825, -3.049290], [-2.288949, 0.934183, -4.121788], [-3.899756, 2.415851, -5.194761], [-4.103146, 3.415102, -3.754469], [-2.579750, 3.466943, -4.677473], [-1.970860, -4.810016, 6.019384], [0.912794, 0.275655, 1.406677], [0.185997, 2.011895, 1.122296], [0.450418, 3.303821, 1.907018], [-0.885808, 1.769361, 1.284290], [0.338985, 2.197527, 0.046510], [-0.202560, 4.092125, 1.489562], [0.195918, 3.243379, 2.974348], [1.486122, 3.657708, 1.814836], [0.322484, 0.217613, 3.160117], [1.331779, 0.942059, 4.044694], [0.178341, -0.836596, 3.443410], [-0.648693, 0.746779, 3.154369], [1.016307, 0.881360, 5.091919], [2.327920, 0.490744, 3.956509], [1.410132, 2.010806, 3.796089], [2.699681, -0.547148, 1.476718], [4.009234, -0.155330, 2.178857], [2.920221, -0.691350, 0.418157], [2.414086, -1.541092, 1.865814], [4.763774, -0.921525, 1.937696], [4.409034, 0.804713, 1.808287], [3.925830, -0.158489, 3.271253], [-1.380000, -0.573892, -0.450467], [-1.827845, -1.309236, -1.017350], [-1.278240, 0.238792, -1.104331], [-2.085394, -0.247619, 0.217199]], "forces_ev_per_a": [[0.0, 0.3, 0.1], [0.3, -0.1, -1.8], [-0.5, -0.2, 0.1], [-0.9, 0.3, 0.7], [0.5, -0.6, -0.6], [-0.7, 0.7, 0.9], [-1.5, -3.1, 4.5], [3.6, -4.9, -3.7], [-0.4, 0.9, 0.4], [-0.6, 0.1, 0.4], [0.3, 0.0, -0.5], [0.8, 0.9, -2.6], [0.2, 0.1, -0.7], [0.3, 0.1, 0.6], [-2.6, 4.8, -1.3], [0.0, -0.2, -0.5], [0.1, -0.2, 0.0], [0.4, -0.1, 0.0], [-0.2, -0.2, -0.1], [0.4, 0.4, 0.1], [-0.3, 0.1, 0.2], [0.0, 0.1, 0.4], [0.0, 0.0, -0.1], [0.1, 0.0, 0.0], [0.2, -0.1, 0.2], [-0.2, 0.4, 0.1], [-0.2, 0.2, -0.2], [0.2, 0.0, 0.1], [0.1, 0.0, -0.1], [-0.2, -0.1, -0.1], [0.1, -0.1, 0.3], [-0.2, 0.4, 0.2], [0.1, 0.1, -0.1], [-0.1, 0.1, -0.2], [0.2, -0.2, 0.1], [-0.2, -0.2, 0.0], [-0.1, 0.1, -0.1], [0.1, 0.1, 0.2], [0.1, 0.0, 0.1], [-0.3, 0.0, -0.4], [0.2, 0.0, -0.2], [-0.2, 0.1, 0.1], [0.1, 0.2, 0.1], [0.2, -0.2, -0.1], [-0.2, -0.2, 0.1], [-0.6, -0.6, 1.7], [1.1, 1.2, 2.7], [0.4, 0.0, -1.1], [0.3, 0.2, 0.2], [0.5, -0.2, -0.4], [-0.3, 0.1, 0.3], [0.3, -0.4, 0.0], [0.0, -0.1, -0.4], [-0.3, -0.2, 0.0], [0.0, -0.4, -0.3], [0.2, 0.1, 0.5], [0.0, 0.4, 0.2], [0.3, -0.5, 0.2], [0.1, 0.0, -0.1], [-0.5, 0.2, 0.2], [0.1, -0.6, 0.1], [-0.3, 0.5, -0.2], [0.0, 0.5, -0.1], [-0.1, 0.0, 0.1], [-0.3, 0.4, -0.2], [-0.3, 0.2, -0.1], [-0.2, -0.3, 0.4], [0.1, 0.2, -0.4], [-0.1, -1.2, 0.0], [0.1, 0.3, 0.3], [-0.1, 0.6, -0.1], [0.2, -0.1, -0.1]], "lowdin_charge": [0.02, -0.18, 0.01, -0.10, 0.09, -0.09, 0.00, -0.01, -0.20, 0.01, -0.08, -0.74, -0.07, 0.01, -0.03, 0.94, 0.10, 0.12, 0.12, 0.13, 0.13, 0.13, 0.12, 0.12, -0.40, -0.15, 0.05, 0.09, 0.08, 0.07, 0.07, -0.43, -0.14, 0.07, 0.08, 0.08, 0.06, 0.07, -0.41, -0.14, 0.08, 0.07, 0.08, 0.07, 0.07, 1.00, 1.09, -0.36, -0.12, 0.07, 0.04, 0.09, 0.07, 0.09, -0.36, -0.12, 0.07, 0.09, 0.09, 0.05, 0.06, -0.31, -0.11, 0.03, 0.07, 0.09, 0.09, 0.06, 0.06, 0.11, -0.05, 0.10]}

=====

Record 2
{"formula": "C39H47AsAuN2O3P3S", "method": "ωB97M-V/def2-TZVPD", "homo_ev": -12.34, "homo_lumo_gap_ev": 5.351, "e_above_lowest_ev": 1.486, "charge": 2, "mol_weight_g_mol": 988.69, "lumo_energy_ev": -7.0, "species": ["Au", "C", "P", "C", "C", "O", "H", "H", "H", "H", "H", "H", "H", "H", "H", "C", "P", "C", "C", "C", "C", "C", "C", "C", "C", "C", "C", "C", "C", "P", "C", "C", "C", "C", "C", "C", "C", "C", "C", "C", "C", "C", "H", "H", "H", "H", "H", "H", "H", "H", "H", "H", "H", "H", "H", "H", "H", "H", "H", "H", "H", "H", "H", "H", "C", "As", "C", "C", "S", "H", "H", "H", "H", "H", "H", "H", "H", "H", "N", "C", "C", "C", "C", "C", "N", "C", "H", "H", "H", "H", "C", "O", "C", "O", "H", "H", "H"], "xyz": [[-0.286916, 0.565318, 0.001799], [3.284933, -3.009664, -0.789972], [1.950913, -2.049132, -1.508304], [0.714095, -3.229480, -2.040451], [2.612947, -1.270254, -2.985398], [1.437224, -1.032222, -0.505890], [3.661214, -3.739098, -1.508564], [2.909816, -3.535948, 0.086915], [4.103677, -2.354166, -0.493163], [1.146128, -3.905573, -2.780301], [-0.140113, -2.723923, -2.485709], [0.372857, -3.808141, -1.182464], [3.014973, -2.017007, -3.670860], [3.414096, -0.584358, -2.708193], [1.822794, -0.713973, -3.490802], [-0.422735, -0.836049, 3.510007], [-1.142761, -0.876690, 1.835625], [-2.915978, -0.678520, 2.099179], [-3.643623, -1.695549, 2.720218], [-4.989383, -1.514850, 2.992924], [-5.614805, -0.320352, 2.660026], [-4.886593, 0.704437, 2.075221], [-3.539010, 0.528430, 1.802647], [-0.902088, -2.621006, 1.369765], [-1.914930, -3.367146, 0.766770], [-1.722377, -4.712575, 0.485728], [-0.522246, -5.330670, 0.804266], [0.504081, -4.587896, 1.374646], [0.320855, -3.240206, 1.640295], [0.008628, 0.789952, 4.315238], [-1.624179, 1.619798, 4.379604], [-1.754335, 2.835340, 3.713011], [-2.952211, 3.542630, 3.752572], [-4.023985, 3.035687, 4.469309], [-3.901533, 1.823932, 5.143982], [-2.709857, 1.121639, 5.101874], [0.171578, 0.205246, 6.044295], [-0.014544, 1.145989, 7.059240], [0.173837, 0.799286, 8.386104], [0.561847, -0.492204, 8.721170], [0.762224, -1.429474, 7.720984], [0.570709, -1.082686, 6.389245], [0.504148, -1.407588, 3.474657], [-1.141209, -1.394323, 4.119969], [-3.167323, -2.629093, 2.991341], [-5.550420, -2.308717, 3.467465], [-6.666294, -0.184132, 2.875539], [-5.360735, 1.651336, 1.852575], [-2.964247, 1.348002, 1.396268], [-2.860965, -2.907163, 0.525892], [-2.524051, -5.282085, 0.034717], [-0.387096, -6.386974, 0.612764], [1.442617, -5.064594, 1.627645], [1.138200, -2.680685, 2.077048], [-0.898635, 3.258017, 3.198373], [-3.031202, 4.503776, 3.258669], [-4.951026, 3.591981, 4.524813], [-4.734960, 1.436905, 5.716004], [-2.614251, 0.192536, 5.653014], [-0.317241, 2.157480, 6.812623], [0.017827, 1.538056, 9.160824], [0.708465, -0.763815, 9.757744], [1.066657, -2.436613, 7.973380], [0.737386, -1.839681, 5.632274], [2.465146, 2.357921, -1.681188], [2.801494, 2.314194, 0.209330], [3.641579, 3.958847, 0.717108], [4.018675, 0.881061, 0.573263], [1.015250, 2.105662, 1.372464], [3.404657, 2.473221, -2.220894], [1.810824, 3.199795, -1.900829], [1.979978, 1.425819, -1.967910], [4.591722, 4.053989, 0.193547], [3.808276, 3.945433, 1.792444], [2.986581, 4.788288, 0.459087], [4.958955, 1.046947, 0.048859], [3.540542, -0.041915, 0.252270], [4.189752, 0.846886, 1.647699], [-2.122678, 6.779593, 0.573293], [-2.379432, 5.749993, 0.135535], [-2.681777, 4.440754, -0.372343], [-3.904221, 4.137991, -0.959557], [-4.117649, 2.837121, -1.382334], [-3.121068, 1.895610, -1.201229], [-1.937623, 2.192364, -0.647554], [-1.722849, 3.442889, -0.247000], [-4.663458, 4.900115, -1.071945], [-5.054083, 2.541302, -1.833406], [-3.296798, 0.865091, -1.476674], [-0.767355, 3.654636, 0.215708], [-1.493134, -0.550431, -3.720588], [-0.783918, -0.116346, -2.522947], [-1.302847, -0.531440, -1.371686], [-2.198900, -1.298696, -1.229060], [-0.902535, -0.184601, -4.552842], [-2.486830, -0.108559, -3.729523], [-1.573997, -1.634275, -3.736974]], "forces_ev_per_a": [[-0.6, -0.2, 0.9], [0.0, 0.0, -0.1], [0.0, 0.0, 0.2], [0.0, 0.0, -0.1], [0.0, 0.0, 0.0], [0.3, 0.1, -0.3], [0.0, 0.0, 0.0], [0.0, 0.0, 0.0], [0.0, 0.0, 0.0], [0.0, 0.0, 0.0], [0.0, 0.0, 0.0], [0.0, 0.0, 0.0], [0.0, 0.0, 0.0], [0.0, 0.0, 0.0], [0.0, 0.0, 0.0], [0.1, 0.3, -0.1], [0.1, -0.6, -0.2], [0.0, 0.2, 0.0], [0.0, 0.0, 0.0], [0.0, 0.0, 0.0], [0.0, 0.0, 0.0], [0.0, 0.0, 0.0], [0.0, 0.0, 0.0], [0.1, 0.0, -0.1], [0.0, 0.0, 0.0], [0.0, 0.0, 0.0], [0.0, 0.0, 0.0], [0.0, 0.0, 0.0], [0.0, 0.0, 0.1], [-0.1, 0.0, 0.1], [0.0, 0.0, 0.0], [0.0, 0.0, 0.0], [0.0, 0.0, 0.0], [0.0, 0.0, 0.0], [0.0, 0.0, 0.0], [0.0, 0.0, 0.0], [0.0, 0.0, 0.0], [0.0, 0.0, 0.0], [0.0, 0.0, 0.0], [0.0, 0.0, 0.0], [0.0, 0.0, 0.0], [0.0, 0.0, 0.0], [0.0, 0.0, 0.0], [0.0, 0.0, -0.1], [0.0, 0.0, 0.0], [0.0, 0.0, 0.0], [0.0, 0.0, 0.0], [0.0, 0.0, 0.0], [0.0, 0.0, 0.0], [0.0, 0.0, 0.0], [0.0, 0.0, 0.0], [0.0, 0.0, 0.0], [0.0, 0.0, 0.0], [0.0, 0.0, 0.0], [0.0, 0.0, 0.0], [0.0, 0.0, 0.0], [0.0, 0.0, 0.0], [0.0, 0.0, 0.0], [0.0, 0.0, 0.0], [0.0, 0.0, 0.0], [0.0, 0.0, 0.0], [0.0, 0.0, 0.0], [0.0, 0.0, 0.0], [0.0, 0.0, 0.0], [0.0, 0.0, 0.0], [0.1, 0.0, -0.1], [0.0, 0.0, 0.0], [0.0, 0.0, 0.0], [0.0, 0.0, -0.1], [0.0, 0.0, 0.0], [0.0, 0.0, 0.0], [0.0, 0.0, 0.0], [0.0, 0.0, 0.0], [0.0, 0.0, 0.0], [0.0, 0.0, 0.0], [0.0, 0.0, 0.0], [0.0, 0.0, 0.0], [0.0, 0.0, 0.0], [0.0, 0.0, 0.0], [0.0, 0.0, 0.0], [0.0, 0.0, 0.0], [0.0, 0.0, 0.0], [0.0, 0.0, 0.0], [0.0, 0.0, 0.0], [0.2, 0.3, -0.4], [0.0, 0.0, 0.0], [0.0, 0.0, 0.0], [0.0, 0.0, 0.0], [0.0, 0.0, 0.0], [0.0, 0.0, 0.0], [0.0, 0.0, 0.0], [0.1, 0.0, 0.0], [-0.2, -0.1, 0.2], [0.0, 0.1, -0.1], [0.0, 0.0, 0.0], [0.0, 0.0, 0.0], [0.0, 0.0, 0.0]], "lowdin_charge": [0.80, -0.14, 0.58, -0.12, -0.16, -0.47, 0.07, 0.05, 0.06, 0.08, 0.04, 0.04, 0.07, 0.05, 0.05, -0.49, 1.01, -0.36, -0.09, -0.04, -0.05, -0.07, -0.11, -0.35, -0.10, -0.05, -0.06, -0.08, -0.11, 0.99, -0.41, -0.13, -0.08, -0.07, -0.07, -0.09, -0.40, -0.10, -0.07, -0.07, -0.07, -0.10, 0.03, 0.07, 0.12, 0.12, 0.12, 0.11, 0.07, 0.10, 0.12, 0.12, 0.11, 0.10, 0.06, 0.10, 0.11, 0.12, 0.12, 0.11, 0.11, 0.11, 0.11, 0.09, -0.23, 0.77, -0.23, -0.23, 0.20, 0.06, 0.05, 0.00, 0.05, 0.05, 0.05, 0.06, 0.00, 0.05, 0.20, -0.17, -0.19, 0.03, -0.01, -0.11, 0.00, -0.10, 0.14, 0.13, 0.11, 0.05, 0.01, -0.12, -0.62, 0.09, 0.10, 0.10, 0.09]}

=====

Record 3
{"formula": "C9H19N4OS", "method": "ωB97M-V/def2-TZVPD", "homo_ev": -11.45, "homo_lumo_gap_ev": 6.329, "charge": 1, "mol_weight_g_mol": 231.35, "lumo_energy_ev": -5.1, "species": ["N", "C", "C", "C", "N", "N", "C", "S", "C", "H", "H", "H", "H", "H", "H", "H", "H", "C", "C", "C", "O", "C", "N", "H", "H", "H", "H", "H", "H", "H", "H", "H", "H", "H"], "xyz": [[-1.334221, 1.740970, 5.313966], [-2.419955, 2.176350, 4.362825], [-1.728066, 2.608728, 3.067993], [-1.226692, 3.956456, 2.934752], [-0.599582, 4.513373, 1.929535], [-0.426985, 3.632113, 0.956810], [-0.829606, 2.375496, 0.894937], [-0.452166, 1.442779, -0.596764], [-1.545053, 1.740268, 1.954998], [-0.440029, 1.824521, 4.822380], [-1.270423, 2.466693, 6.032295], [-3.030772, 1.265312, 4.184841], [-3.049665, 2.963298, 4.816622], [-1.395049, 4.627172, 3.797832], [0.090030, 3.991972, 0.148501], [-0.363698, 0.138750, -0.172747], [-1.893257, 0.703065, 1.932937], [1.250858, -2.370051, -4.362303], [2.297238, -2.421767, -3.253018], [1.872564, -3.274977, -2.044540], [0.927919, -2.647360, -1.185237], [-0.417586, -2.733771, -1.617562], [2.637565, -1.049982, -2.856031], [0.418628, -1.706892, -4.121331], [1.697832, -1.995174, -5.283928], [0.847792, -3.363931, -4.568728], [3.192882, -2.884876, -3.676622], [2.758099, -3.447369, -1.427439], [1.513200, -4.262345, -2.357239], [-0.630460, -3.676146, -2.127545], [-0.661749, -1.888696, -2.267497], [-1.058342, -2.667715, -0.735360], [3.408652, -1.082422, -2.193104], [1.860096, -0.693842, -2.304224]], "forces_ev_per_a": [[-0.1, 1.4, -0.4], [0.7, -1.0, -0.1], [-0.4, -0.7, -1.4], [-0.5, 0.7, 1.8], [-0.8, -1.4, 0.7], [0.8, 0.1, -1.7], [-0.4, -3.1, -0.2], [0.1, 0.5, 0.1], [0.5, 2.6, 1.5], [-0.2, -0.4, 0.3], [0.0, -0.4, 0.1], [0.1, 0.8, -0.2], [0.3, -0.3, -0.4], [0.1, -0.3, -0.6], [-0.1, 0.0, 0.3], [-0.2, 0.9, 0.4], [0.2, 0.5, -0.2], [0.0, -0.1, -0.2], [-0.4, 0.1, 0.0], [0.4, 0.0, 0.0], [-0.1, -0.1, -0.1], [0.1, 0.3, 0.2], [0.1, -0.1, 0.2], [0.0, 0.0, 0.1], [0.0, 0.0, 0.1], [0.0, 0.0, 0.0], [0.0, 0.0, 0.1], [-0.1, 0.1, 0.1], [-0.1, 0.1, -0.1], [0.0, 0.0, -0.1], [-0.1, -0.1, -0.2], [0.1, -0.1, 0.0], [0.1, 0.1, -0.1], [0.0, 0.0, -0.1]], "lowdin_charge": [0.03, -0.19, -0.13, -0.04, 0.14, 0.01, -0.53, 0.88, 0.04, 0.07, 0.08, 0.12, 0.13, 0.15, 0.18, -0.08, 0.14, -0.07, -0.43, -0.20, -0.21, -0.12, 0.04, 0.06, 0.08, 0.08, 0.14, 0.12, 0.12, 0.10, 0.07, 0.08, 0.07, 0.05]}

=====

Record 4
{"formula": "ClH4PSi", "method": "ωB97M-V/def2-TZVPD", "homo_ev": -9.03, "homo_lumo_gap_ev": 8.099, "e_above_lowest_ev": 2.308, "charge": 0, "mol_weight_g_mol": 98.54, "lumo_energy_ev": -0.9, "species": ["Si", "P", "Cl", "H", "H", "H", "H"], "xyz": [[-2.235260, 3.911135, 0.559592], [0.399836, -1.027747, -1.134222], [-0.210525, 3.954293, 0.373154], [-2.201867, 3.894886, 2.038882], [0.271467, -1.208013, -2.617759], [1.323276, 0.189235, -1.137118], [-0.928917, -0.459328, -1.075890]], "forces_ev_per_a": [[-0.8, 0.0, -0.5], [0.4, 0.6, -1.3], [0.9, 0.0, -0.1], [-0.1, 0.0, 0.7], [0.4, 0.4, 1.5], [-1.6, -1.2, -0.2], [0.8, 0.3, 0.1]], "lowdin_charge": [0.21, 0.52, 0.03, -0.24, -0.16, -0.15, -0.20]}